Density functional theory data (ωB97M-V with the def2-TZVPD basis set) for a 8-piece molecular cluster, C4H25NO7 overall in a non-equilibrium geometry.

- HOMO (eV) = -9.28
- Kohn-Sham gap (eV) = 9.6

Geometry (Å):
C (2.84522, -0.78298, 2.34495)
C (2.69485, -1.84186, 1.23945)
C (1.41643, -1.87658, 0.46647)
C (1.34838, -2.49539, -0.86931)
N (0.50259, -1.71647, -1.74003)
H (2.52743, 0.22461, 2.09694)
H (3.87115, -0.66677, 2.71386)
H (2.41873, -1.21411, 3.28876)
H (3.47206, -1.51108, 0.39916)
H (2.72781, -2.78702, 1.86929)
H (0.59525, -2.46567, 0.99786)
H (1.19387, -0.72643, 0.36829)
H (1.09630, -3.59904, -0.84199)
H (2.45848, -2.45540, -1.31650)
H (0.59689, -2.10239, -2.67027)
H (0.70060, -0.70962, -1.75033)
O (-3.56853, 0.79821, 1.47043)
H (-3.33313, 0.54256, 2.34628)
H (-3.77376, 1.67869, 1.63620)
O (-1.78483, -2.08066, 1.88791)
H (-2.18153, -1.47137, 1.19543)
H (-0.91045, -2.32517, 1.51568)
O (2.40899, 2.92256, -0.33748)
H (2.15395, 3.66760, -0.83827)
H (1.86044, 2.26443, -0.67517)
O (-0.30026, 2.69158, 0.07013)
H (-1.13053, 2.92247, -0.22548)
H (-0.38461, 2.39346, 0.94547)
O (-2.58569, 1.93904, -1.24166)
H (-2.93500, 1.73921, -2.14339)
H (-2.64883, 1.09029, -0.77423)
O (-2.60900, -0.58080, -0.62662)
H (-3.25334, -1.07202, -1.11666)
H (-1.73862, -0.83955, -1.03839)
O (1.14385, 1.46999, -2.23993)
H (0.55683, 2.15018, -1.66472)
H (1.07641, 1.98894, -3.08914)

Density functional theory data (ωB97M-V with the def2-TZVPD basis set) for C36H47BrFN6O5RuSbSi3 as an isolated structure.

- net charge = +1
- HOMO (spin up / spin down) (eV) = -9.31 / -10.92
- 2S+1 = 6
- Kohn-Sham gap (spin up / spin down) (eV) = 6.6 / 6.7

Geometry (Å):
Ru (-0.33373, 0.04010, -0.33333)
Br (2.75367, 6.20003, -9.25001)
C (2.82019, 6.04245, -7.37241)
C (2.21361, 7.01488, -6.58384)
C (2.26903, 6.90161, -5.21087)
C (2.92671, 5.81298, -4.61743)
C (3.53600, 4.84218, -5.42630)
C (3.48151, 4.96217, -6.80069)
N (2.92205, 5.76217, -3.23789)
N (3.58762, 4.81607, -2.65252)
C (3.00499, 3.74857, -2.07198)
C (3.86951, 2.85206, -1.43112)
C (3.42304, 1.69441, -0.79939)
C (2.07838, 1.38452, -0.78618)
O (1.59729, 0.30272, -0.16147)
C (1.16995, 2.27279, -1.42908)
N (-0.14397, 1.90568, -1.37320)
C (-1.06759, 2.69440, -1.88788)
C (-0.74309, 3.90519, -2.50151)
C (0.57564, 4.28172, -2.58965)
C (1.58840, 3.46125, -2.05944)
H (1.71217, 7.85234, -7.04817)
H (1.81918, 7.65018, -4.57190)
H (4.06413, 4.01513, -4.97170)
H (3.95386, 4.22406, -7.43399)
H (4.92449, 3.09020, -1.44523)
H (4.12258, 1.03294, -0.30640)
H (-2.09236, 2.34904, -1.82571)
H (-1.52781, 4.52795, -2.90564)
H (0.84114, 5.21931, -3.05757)
C (-6.71455, 0.34300, -0.97360)
C (-5.22933, 0.25907, -0.80645)
C (-4.56938, 0.94671, 0.20687)
C (-3.20586, 0.80595, 0.35837)
N (-2.45983, 0.04700, -0.45519)
C (-3.08171, -0.60603, -1.45005)
C (-4.44554, -0.53221, -1.64108)
H (-7.10904, 1.26657, -0.55365)
H (-7.18903, -0.49237, -0.45430)
H (-6.99862, 0.28323, -2.02307)
H (-5.11261, 1.58367, 0.89271)
H (-2.67961, 1.31484, 1.15518)
H (-2.44804, -1.18689, -2.10220)
H (-4.89021, -1.09081, -2.45409)
C (-0.25460, 1.17135, 5.32711)
Si (-0.00224, 1.45962, 3.49781)
C (1.69675, 2.16557, 3.15502)
C (-1.31001, 2.64022, 2.85071)
Sb (-0.13957, -0.72872, 2.16387)
Si (-1.92961, -2.36318, 3.04993)
C (-3.54327, -2.10020, 2.14911)
C (-2.12865, -2.04244, 4.88226)
C (-1.27462, -4.07258, 2.69892)
Si (2.10222, -1.89850, 2.67609)
C (3.52822, -0.91898, 1.97516)
C (2.18353, -1.93873, 4.54666)
C (2.04777, -3.62111, 1.94459)
H (-0.10089, 2.10587, 5.87342)
H (0.45098, 0.43802, 5.72221)
H (-1.26398, 0.82033, 5.54654)
H (1.73289, 3.19994, 3.50851)
H (1.94844, 2.16184, 2.09288)
H (2.47055, 1.61016, 3.68874)
H (-1.16572, 3.61390, 3.32738)
H (-2.32230, 2.30770, 3.09067)
H (-1.23082, 2.79670, 1.77144)
H (-4.00013, -1.14285, 2.40289)
H (-4.24196, -2.88976, 2.44023)
H (-3.40822, -2.16002, 1.06768)
H (-2.75770, -1.16743, 5.05840)
H (-1.17425, -1.87758, 5.38529)
H (-2.60959, -2.89905, 5.36169)
H (-1.06436, -4.19748, 1.63551)
H (-2.04404, -4.79637, 2.98517)
H (-0.37447, -4.30257, 3.26961)
H (3.43419, 0.14981, 2.16189)
H (3.60398, -1.06709, 0.89841)
H (4.44930, -1.27463, 2.44662)
H (2.33490, -0.94175, 4.96595)
H (3.03317, -2.55632, 4.85257)
H (1.28794, -2.37145, 4.99755)
H (1.27512, -3.72065, 1.18235)
H (1.87478, -4.37194, 2.71742)
H (3.01223, -3.84281, 1.47978)
F (2.88300, -6.70500, -0.16496)
C (1.63720, -6.34325, -0.47273)
C (1.39239, -5.31594, -1.28478)
N (0.10650, -4.91921, -1.58831)
C (-0.12122, -3.70155, -2.33509)
C (-0.25772, -2.50519, -1.40451)
O (-0.14717, -1.34624, -1.94482)
O (-0.53512, -2.66833, -0.21153)
C (-1.00132, -5.56208, -1.06666)
O (-2.13880, -5.22183, -1.31039)
N (-0.70165, -6.61431, -0.22301)
C (0.55125, -7.08926, 0.16193)
O (0.68276, -8.00126, 0.93904)
H (2.19248, -4.73954, -1.72909)
H (-1.05934, -3.80820, -2.87832)
H (0.67699, -3.53948, -3.05635)
H (-1.49940, -7.09703, 0.16464)

Density functional theory data (ωB97M-V with the def2-TZVPD basis set) for CHFI2S as an isolated structure in a non-equilibrium geometry.

- HOMO (spin up / spin down) (eV) = -8.74 / -8.66
- Kohn-Sham gap (spin up / spin down) (eV) = 7.6 / 6.7

Geometry (Å):
C (-0.14476, 1.57846, 0.22029)
F (0.88382, 1.99425, 1.01108)
S (0.74544, -2.42507, -1.13314)
I (0.35129, 0.25225, -1.36311)
I (-0.91147, -2.63363, 0.49500)
H (-0.92433, 1.23374, 0.76986)

Density functional theory data (ωB97M-V with the def2-TZVPD basis set) for a 2-piece molecular cluster, C4H10O4 overall in a non-equilibrium geometry.

- HOMO (eV) = -10.41
- Kohn-Sham gap (eV) = 11.1

Geometry (Å):
O (-2.02324, -2.38746, 0.92540)
C (-0.85982, -2.10789, 0.89484)
O (0.15235, -3.01363, 0.94172)
C (-0.29103, -0.69291, 0.93728)
C (-0.91333, 0.29717, -0.03568)
C (-0.56154, 1.73194, 0.35280)
O (-1.61023, 2.68743, 0.16970)
H (-0.03469, -3.84611, 0.53165)
H (-0.29882, -0.31628, 1.95654)
H (0.77608, -0.83651, 0.73836)
H (-1.98762, 0.10466, -0.07947)
H (-0.52539, 0.09117, -1.04189)
H (0.40068, 2.09666, -0.01162)
H (-0.54205, 1.75208, 1.45770)
H (-2.03648, 2.54417, -0.67654)
O (4.65987, 2.40796, -3.30582)
H (5.34608, 1.96857, -3.78140)
H (4.97422, 3.10216, -2.72293)

Density functional theory data (ωB97M-V with the def2-TZVPD basis set) for C25H36BGe2N6W as an isolated structure in a non-equilibrium geometry.

- net charge = +3
- HOMO (spin up / spin down) (eV) = -17.05 / -17.05
- Kohn-Sham gap (spin up / spin down) (eV) = 5.7 / 5.7

Geometry (Å):
W (-0.03337, -1.09891, -0.47029)
C (-2.66701, -3.97305, 1.32697)
C (-2.59499, -2.79489, 0.61692)
N (-1.33662, -2.60933, 0.15589)
N (-0.58680, -3.68109, 0.59217)
C (-1.38001, -4.49832, 1.28863)
B (0.77224, -4.03592, -0.09337)
N (1.89234, -3.06956, 0.38512)
C (3.10788, -3.39155, 0.83290)
C (3.91563, -2.26101, 0.82639)
C (3.11445, -1.24832, 0.34951)
N (1.88320, -1.73040, 0.06440)
N (0.54161, -3.75794, -1.59038)
C (0.50298, -4.60801, -2.61703)
C (0.09516, -3.92666, -3.75796)
C (-0.11349, -2.63148, -3.34378)
N (0.16666, -2.51558, -2.02215)
H (-3.53111, -4.39457, 1.81233)
H (-3.37741, -2.08830, 0.38505)
H (-0.99857, -5.42151, 1.69761)
H (1.07170, -5.15961, 0.11749)
H (3.33802, -4.39987, 1.14096)
H (4.94683, -2.18633, 1.12661)
H (3.35695, -0.20908, 0.19943)
H (0.75688, -5.64835, -2.48310)
H (-0.02763, -4.32533, -4.75064)
H (-0.43280, -1.78409, -3.92783)
C (2.60753, 1.20544, -3.02945)
C (1.44098, 0.23524, -3.23332)
Ge (-0.25569, 0.67156, -2.19313)
C (-1.15797, 2.35079, -2.85571)
C (-0.24257, 3.55816, -2.96592)
C (0.73426, 0.97727, -0.31932)
C (-0.12710, 1.66395, 0.54493)
Ge (-1.68524, 0.37656, 0.77896)
C (-0.67974, -0.76460, 2.21964)
C (-0.22337, -0.01871, 3.47554)
C (-3.52934, 0.84920, 1.45783)
C (-3.63961, 1.93174, 2.51996)
C (0.15254, 2.90928, 1.18436)
C (1.10716, 3.79884, 0.64193)
C (1.34881, 5.00935, 1.25148)
C (0.68412, 5.35569, 2.42606)
C (-0.23271, 4.47487, 2.99570)
C (-0.51093, 3.28046, 2.36835)
H (3.35883, 1.00840, -3.79481)
H (3.09219, 1.06956, -2.06294)
H (2.30951, 2.24776, -3.12541)
H (1.75605, -0.77258, -2.96541)
H (1.15803, 0.21933, -4.28880)
H (-2.02570, 2.54696, -2.22705)
H (-1.51963, 2.04011, -3.83789)
H (0.08992, 3.91785, -1.99409)
H (-0.81949, 4.36092, -3.42828)
H (0.61825, 3.37023, -3.60409)
H (1.72655, 1.41186, -0.43709)
H (0.24497, -1.21344, 1.78817)
H (-1.33217, -1.59014, 2.49993)
H (0.46550, 0.79567, 3.25343)
H (0.28444, -0.71158, 4.14635)
H (-1.08149, 0.38583, 4.01143)
H (-3.91472, -0.10200, 1.82799)
H (-4.10375, 1.12313, 0.57299)
H (-3.11987, 1.66589, 3.43994)
H (-4.69667, 2.03772, 2.76785)
H (-3.28735, 2.89619, 2.16140)
H (1.63610, 3.54703, -0.26899)
H (2.06842, 5.69072, 0.81712)
H (0.87488, 6.31152, 2.89553)
H (-0.73169, 4.72972, 3.92092)
H (-1.22494, 2.59734, 2.80204)